DFT (ωB97M-V/def2-TZVPD) results for C34H52BN7O4SbTi as an isolated structure in a non-equilibrium geometry.

multiplicity: 2
energy relative to the best compared isomer or geometry (same formula, charge and spin): 4.8 kcal/mol

Positions of all 100 atoms, in Å:
Sb (-0.552, 4.068, -1.035)
Ti (0.272, -0.481, 0.315)
O (-0.691, 1.570, -2.901)
O (1.962, -1.264, 1.083)
O (4.161, -1.667, 0.865)
O (-0.492, 0.825, -0.803)
N (-0.033, -2.490, 0.142)
N (0.340, 0.068, 2.362)
N (-0.294, -2.978, 1.377)
N (-0.039, -1.044, 3.042)
N (-2.182, -1.465, 1.812)
N (-2.014, -0.825, 0.631)
N (1.651, -0.211, -1.060)
C (2.264, 0.874, -3.100)
C (-1.592, 4.834, -2.836)
C (-3.519, 0.003, -1.204)
C (0.521, -4.647, 0.179)
C (-2.847, 4.048, -3.199)
C (-0.066, 1.013, -2.025)
C (2.939, -0.551, -0.865)
C (-3.804, -1.124, -2.207)
C (1.940, 2.276, 1.260)
C (-0.261, -2.609, -2.814)
C (-0.064, 6.047, 1.323)
C (1.999, 1.943, 2.750)
C (-4.201, -1.081, 1.039)
C (-3.486, -1.630, 2.076)
C (1.329, 0.511, -2.154)
C (1.255, 0.692, 3.116)
C (-4.721, 0.953, -1.166)
C (1.435, -0.012, 4.311)
C (-2.024, 2.702, 1.355)
C (3.586, 0.494, -2.912)
C (0.471, -3.487, -0.598)
C (3.926, -0.221, -1.765)
C (1.501, 3.118, 3.602)
C (3.096, -1.239, 0.469)
C (-3.236, -0.588, 0.144)
C (-0.605, 4.825, -4.003)
C (0.031, -4.273, 1.415)
C (-0.413, 6.096, -0.162)
C (-3.339, 4.579, 0.334)
C (0.877, -3.274, -2.030)
C (-2.358, 3.446, 0.061)
C (0.606, -1.105, 4.211)
C (0.636, 6.895, -0.930)
C (1.289, -4.583, -2.696)
B (-0.987, -2.128, 2.493)
H (0.353, 7.023, -1.977)
H (-3.989, -0.703, -3.197)
H (0.929, 5.615, 1.474)
H (-2.969, -1.820, -2.278)
H (2.133, 3.992, 3.444)
H (1.636, -4.387, -3.711)
H (-2.939, 2.331, 1.832)
H (-1.328, -2.836, 3.392)
H (0.871, -5.620, -0.116)
H (-4.310, 4.170, 0.636)
H (-3.823, -2.122, 2.973)
H (4.346, 0.773, -3.628)
H (1.940, 1.459, -3.950)
H (-0.613, -1.703, -2.321)
H (-2.614, 2.988, -3.311)
H (-4.669, 1.639, -0.320)
H (-1.860, 5.868, -2.596)
H (-4.749, 1.539, -2.085)
H (-2.983, 5.211, 1.151)
H (0.314, 5.364, -3.758)
H (-0.121, -4.857, 2.308)
H (-3.497, 5.217, -0.537)
H (1.528, 2.861, 4.662)
H (2.100, -5.063, -2.147)
H (-1.525, 3.364, 2.067)
H (2.090, 0.246, 5.125)
H (-2.803, 2.735, -0.638)
H (-3.251, 4.406, -4.153)
H (0.066, -2.349, -3.822)
H (1.608, 6.395, -0.899)
H (-1.386, 6.578, -0.288)
H (-5.653, 0.389, -1.093)
H (0.475, 3.377, 3.335)
H (0.444, -1.922, 4.895)
H (-1.047, 5.296, -4.887)
H (1.742, -2.607, -2.042)
H (-1.382, 1.840, 1.167)
H (-2.638, 0.548, -1.537)
H (0.761, 7.892, -0.494)
H (0.951, 2.064, 0.852)
H (-0.054, 7.055, 1.751)
H (2.134, 3.337, 1.100)
H (3.043, 1.762, 3.020)
H (-4.690, -1.684, -1.902)
H (-1.100, -3.302, -2.895)
H (-5.271, -1.038, 0.930)
H (-0.345, 3.797, -4.259)
H (-0.785, 5.454, 1.888)
H (-3.634, 4.160, -2.451)
H (0.445, -5.273, -2.751)
H (4.948, -0.502, -1.550)
H (2.692, 1.713, 0.706)